{
  "formula": "C53H101F7O42P5",
  "method": "ωB97M-V/def2-TZVPD",
  "species": ["C", "C", "O", "H", "H", "H", "H", "H", "C", "C", "O", "C", "O", "O", "F", "H", "H", "H", "C", "C", "O", "C", "O", "O", "F", "H", "H", "H", "C", "C", "O", "C", "O", "O", "F", "H", "H", "H", "C", "C", "O", "C", "O", "O", "F", "H", "H", "H", "C", "C", "O", "C", "O", "O", "F", "H", "H", "H", "C", "C", "O", "C", "O", "O", "F", "H", "H", "H", "C", "C", "O", "C", "O", "O", "F", "H", "H", "H", "C", "C", "O", "P", "O", "O", "C", "C", "O", "C", "C", "H", "H", "H", "H", "H", "H", "H", "H", "H", "H", "H", "H", "H", "H", "H", "C", "C", "O", "P", "O", "O", "C", "C", "O", "C", "C", "H", "H", "H", "H", "H", "H", "H", "H", "H", "H", "H", "H", "H", "H", "H", "C", "C", "O", "P", "O", "O", "C", "C", "O", "C", "C", "H", "H", "H", "H", "H", "H", "H", "H", "H", "H", "H", "H", "H", "H", "H", "C", "C", "O", "P", "O", "O", "C", "C", "O", "C", "C", "H", "H", "H", "H", "H", "H", "H", "H", "H", "H", "H", "H", "H", "H", "H", "C", "C", "O", "P", "O", "O", "C", "C", "O", "C", "C", "H", "H", "H", "H", "H", "H", "H", "H", "H", "H", "H", "H", "H", "H", "H"],
  "positions_angstrom": [[0.4555, -0.2071, 0.5575], [0.4289, 0.7568, 1.7376], [0.5973, 0.2709, 3.0370], [0.2144, 0.1677, -0.4373], [-0.4097, -0.8536, 0.7041], [1.4025, -0.7372, 0.4562], [-0.4840, 1.3515, 1.7711], [1.1817, 1.4831, 1.4312], [1.9567, -6.2862, 3.3213], [0.7428, -5.4289, 3.2360], [1.1816, -4.0786, 3.2201], [2.3527, -4.0436, 3.7248], [2.9619, -3.0304, 4.0296], [2.8196, -5.3470, 3.9731], [0.0866, -5.6611, 4.3215], [2.2521, -6.5941, 2.3183], [1.8723, -7.1443, 3.9881], [0.1136, -5.6111, 2.3648], [3.3555, 0.9566, -1.7835], [4.3496, -0.1550, -1.5940], [5.4407, 0.5780, -1.0252], [5.3663, 1.8838, -1.3957], [6.3792, 2.5517, -1.5113], [4.1808, 2.1555, -1.9518], [4.5656, -0.6200, -2.8751], [2.7268, 0.9800, -0.8934], [2.6907, 0.8030, -2.6336], [4.0707, -0.9808, -0.9395], [1.3873, 0.7350, 6.6914], [1.7281, -0.4923, 7.4860], [0.8444, -0.4670, 8.6274], [0.1605, 0.6452, 8.6499], [-0.6119, 0.9455, 9.5200], [0.4552, 1.3606, 7.5496], [3.0179, -0.3751, 7.8536], [0.9821, 0.3542, 5.7540], [2.2599, 1.3736, 6.5539], [1.6040, -1.3161, 6.7832], [3.7965, 1.5683, 3.6275], [4.1234, 0.5967, 2.4762], [4.8381, -0.4461, 3.0806], [5.2918, 0.0001, 4.2802], [6.1639, -0.5960, 4.9989], [4.7878, 1.2013, 4.5748], [4.9528, 1.2846, 1.6533], [2.8034, 1.4930, 4.0703], [3.9502, 2.6226, 3.3974], [3.2581, 0.2790, 1.8945], [2.1340, 5.8343, 0.2265], [2.2629, 4.4015, 0.7081], [3.6987, 4.4325, 0.8800], [4.2411, 5.1970, -0.0903], [5.4084, 5.1932, -0.4875], [3.2780, 6.0958, -0.5222], [2.0015, 3.5553, -0.3435], [2.0415, 6.3678, 1.1725], [1.2474, 6.0064, -0.3838], [1.7859, 3.9930, 1.5990], [-2.1558, 2.4547, 5.6979], [-1.1469, 2.8154, 4.6948], [-0.3890, 3.7553, 5.3669], [-1.1589, 4.2633, 6.3987], [-0.8952, 5.3149, 6.9674], [-2.2561, 3.5578, 6.5420], [-1.7903, 3.4423, 3.7001], [-1.7627, 1.6119, 6.2665], [-3.1004, 2.0907, 5.2939], [-0.5511, 1.9582, 4.3813], [-0.9112, -2.0820, 5.5167], [-1.8259, -1.9928, 4.3175], [-3.0477, -1.5875, 4.9801], [-2.8956, -1.3221, 6.2154], [-3.7266, -0.7066, 6.9206], [-1.6727, -1.5752, 6.5883], [-2.0039, -3.2176, 3.7070], [-0.1398, -1.3785, 5.2033], [-0.4948, -3.0684, 5.7213], [-1.5707, -1.2404, 3.5713], [-9.3866, 3.3971, 2.5790], [-8.3214, 2.9407, 3.5554], [-7.4690, 2.0814, 2.8444], [-5.8751, 2.0366, 2.9582], [-5.3508, 2.1433, 4.3349], [-5.5953, 0.6177, 2.2214], [-4.3102, 0.1901, 1.8980], [-4.1512, 0.3243, 0.3689], [-5.3645, 3.1427, 1.8583], [-5.4598, 4.4995, 2.1117], [-4.5271, 5.3991, 1.2402], [-10.2806, 3.5775, 3.1758], [-8.9967, 4.2684, 2.0528], [-9.6503, 2.6832, 1.7987], [-7.7596, 3.7848, 3.9552], [-8.7952, 2.3475, 4.3375], [-3.5860, 0.7426, 2.4965], [-4.2531, -0.8424, 2.2427], [-3.1537, 0.1142, -0.0172], [-4.8354, -0.3681, -0.1215], [-4.4254, 1.3011, -0.0296], [-6.4574, 4.9364, 2.0677], [-5.2234, 4.6227, 3.1686], [-3.4921, 5.2590, 1.5521], [-4.6702, 5.2115, 0.1760], [-4.6954, 6.4704, 1.3495], [-0.9938, 6.2813, -6.6541], [-1.0029, 6.2150, -5.0993], [-1.5299, 4.9397, -4.7055], [-2.3381, 4.8010, -3.3301], [-3.3506, 5.8350, -2.9944], [-2.9001, 3.3502, -3.4101], [-2.1069, 2.1847, -3.7151], [-2.0926, 1.9319, -5.1949], [-1.1728, 4.6634, -2.1839], [-1.4335, 4.6323, -0.7632], [-1.7877, 3.2360, -0.2332], [-0.4246, 7.2010, -6.7891], [-0.4038, 5.5517, -7.2088], [-1.9426, 6.4338, -7.1686], [-0.0033, 6.2326, -4.6651], [-1.5637, 7.0411, -4.6621], [-1.0884, 2.3594, -3.3684], [-2.4489, 1.3827, -3.0610], [-1.4269, 1.0815, -5.3428], [-3.1058, 1.6753, -5.5043], [-1.8186, 2.8620, -5.6928], [-0.5814, 5.0164, -0.2024], [-2.1478, 5.4194, -0.5219], [-2.8027, 2.9268, -0.4827], [-0.9993, 2.5027, -0.4028], [-1.8272, 3.1450, 0.8522], [-0.6602, -1.2662, -7.9590], [0.8522, -0.9315, -7.7549], [1.1419, 0.2206, -8.4861], [1.2094, 1.7032, -7.8633], [1.9581, 2.6679, -8.7132], [-0.3229, 2.0607, -7.6530], [-1.1370, 2.3690, -8.8210], [-2.3690, 3.1982, -8.4942], [1.7313, 1.4342, -6.3630], [2.4782, 2.4018, -5.5924], [1.6491, 3.1184, -4.5846], [-1.0242, -1.2155, -8.9852], [-0.9772, -2.1925, -7.4799], [-1.2729, -0.4811, -7.5158], [0.9697, -0.8502, -6.6743], [1.4101, -1.8294, -8.0206], [-0.4907, 2.9656, -9.4648], [-1.4512, 1.4356, -9.2880], [-2.9473, 3.4305, -9.3885], [-3.0903, 2.6549, -7.8837], [-2.0811, 4.1552, -8.0591], [3.2004, 1.7811, -5.0621], [3.0276, 3.0327, -6.2912], [1.1388, 2.4191, -3.9223], [2.1839, 3.7954, -3.9184], [0.9347, 3.8077, -5.0347], [-5.3172, -5.8629, 2.7325], [-4.1034, -5.0038, 2.3838], [-3.7841, -4.9583, 0.9918], [-2.7160, -5.9355, 0.2135], [-2.8454, -7.3407, 0.7092], [-3.0087, -5.6038, -1.3637], [-4.1625, -6.2006, -2.0815], [-5.0519, -5.0509, -2.4415], [-1.2612, -5.2157, 0.4673], [-1.0591, -3.7843, 0.4205], [-0.8686, -3.2974, -1.0189], [-5.2776, -6.8505, 2.2730], [-5.5208, -5.9111, 3.8022], [-6.1751, -5.4436, 2.2068], [-4.2395, -3.9540, 2.6439], [-3.2443, -5.4229, 2.9077], [-3.8562, -6.7643, -2.9627], [-4.5493, -6.9130, -1.3528], [-5.8900, -5.5078, -2.9678], [-5.4349, -4.6000, -1.5260], [-4.5390, -4.2497, -2.9736], [-1.9560, -3.4458, 0.9392], [-0.2380, -3.4450, 1.0519], [-1.7855, -3.0658, -1.5609], [-0.3738, -2.3306, -1.1105], [-0.2106, -3.9473, -1.5958], [2.9451, -4.3811, 0.0383], [3.7717, -3.8740, -1.2085], [5.1099, -3.7286, -0.7466], [6.3556, -4.2948, -1.6552], [6.4357, -3.6584, -3.0252], [7.6494, -3.9732, -0.7803], [9.0106, -3.8336, -1.2679], [9.3440, -2.2805, -1.1348], [6.0881, -5.9607, -1.5523], [6.2001, -6.6018, -0.2772], [7.4424, -7.5418, -0.1614], [1.8745, -4.3194, -0.1567], [3.2593, -5.3453, 0.4381], [3.0595, -3.8226, 0.9672], [3.7587, -4.6740, -1.9487], [3.3668, -3.0106, -1.7365], [9.7145, -4.4615, -0.7217], [9.1241, -4.2011, -2.2878], [9.3214, -1.9283, -0.1035], [10.3590, -2.1111, -1.4943], [8.6954, -1.5909, -1.6750], [6.2114, -5.8118, 0.4738], [5.2421, -7.0941, -0.1097], [7.5942, -7.9871, -1.1446], [8.3110, -6.8969, -0.0277], [7.2918, -8.2766, 0.6294]],
  "mulliken_charge": [-0.206, 1.290, -0.982, 0.380, -0.268, 0.097, -0.310, -0.798, -0.512, 0.877, 0.271, 0.225, -0.496, -0.429, -0.348, 0.200, 0.354, -0.115, 0.908, 0.523, -0.351, 0.514, -0.610, -0.268, -0.343, -0.623, 0.094, -0.022, 1.400, 0.509, -0.377, 0.650, -0.572, -0.327, -0.346, -1.164, 0.183, 0.168, 0.498, 1.253, -0.181, 0.491, -0.664, -0.354, -0.296, -0.389, 0.192, -0.542, -0.300, 0.196, -0.288, 0.517, -0.527, -0.346, -0.108, 0.312, 0.214, 0.406, 0.261, 1.281, -0.375, 0.599, -0.633, -0.358, -0.247, -0.237, 0.119, -0.517, 0.832, 0.862, -0.375, 0.619, -0.631, -0.304, -0.171, -0.631, 0.042, -0.288, -1.161, -0.180, -0.304, 0.653, -0.646, -0.429, 0.801, -1.084, 0.017, -0.294, -1.006, 0.356, 0.281, 0.270, 0.299, 0.382, -0.264, 0.015, 0.181, 0.451, 0.258, 0.198, 0.490, 0.020, 0.334, 0.451, -1.290, -0.469, 0.285, 0.469, -0.901, -0.448, 0.031, -0.493, 0.127, -0.259, -0.147, 0.491, 0.214, 0.313, 0.283, 0.538, -0.268, 0.570, 0.157, 0.297, -0.034, -0.313, 0.302, 0.310, -0.040, 0.064, -0.962, 0.069, -0.404, 0.402, -0.829, 0.237, -0.405, -0.864, -0.090, -0.445, 0.020, 0.310, 0.400, 0.053, 0.055, 0.418, 0.387, 0.231, 0.469, 0.260, -0.034, 0.197, 0.451, -0.228, 0.425, -0.072, -1.516, 0.344, -0.054, 0.675, -0.819, -0.247, -0.339, -1.003, -0.195, 0.087, -1.363, 0.325, 0.388, 0.356, 0.092, 0.128, 0.320, 0.341, 0.386, 0.231, 0.282, 0.437, 0.319, 0.348, 0.082, 0.434, -0.519, -0.633, 0.431, 0.430, -0.748, -0.162, -0.355, -1.103, -0.462, -0.143, -1.168, 0.120, 0.089, 0.251, 0.447, 0.256, 0.316, 0.374, 0.316, 0.388, 0.264, 0.260, 0.394, 0.295, 0.209, 0.378],
  "homo_energy_ev": -5.51,
  "de_lowest_kj_mol": 0.0,
  "molar_mass_g_mol": 1698.20,
  "charge": -1,
  "total_energy_ev": -208072.483,
  "gap_ha": 0.2497
}